{"formula": "C24H42Cl3N4O3SSiYb", "method": "wB97M-V/def2-TZVPD", "elements": ["C", "C", "H", "H", "H", "C", "C", "H", "H", "H", "H", "Yb", "Cl", "Cl", "H", "H", "C", "C", "N", "H", "C", "O", "H", "H", "H", "H", "H", "H", "C", "C", "N", "H", "C", "O", "H", "H", "H", "H", "O", "C", "C", "C", "H", "C", "H", "C", "H", "C", "C", "H", "H", "H", "Si", "Cl", "C", "C", "C", "H", "H", "H", "H", "H", "H", "H", "H", "H", "C", "N", "C", "C", "N", "C", "S", "H", "H", "H", "H", "H", "H"], "positions_angstrom": [[3.0316, 0.2122, 2.0444], [1.9472, 0.6084, 2.9649], [3.9046, 0.8668, 2.1145], [2.6726, 0.2009, 0.9981], [3.3579, -0.8164, 2.2680], [2.0152, 1.4890, 3.9665], [3.2215, 2.2571, 4.3855], [1.1287, 1.6678, 4.5768], [4.0908, 2.0964, 3.7365], [3.5195, 1.9894, 5.4105], [3.0126, 3.3373, 4.4054], [-0.6255, -0.2286, -0.1537], [-0.3900, -2.5321, 0.5067], [1.4453, -0.1944, -1.3629], [-3.7522, -2.0135, -4.3626], [-1.8876, -3.8046, -4.7415], [-2.9377, -1.2849, -4.2423], [-1.1665, -2.9933, -4.5950], [-1.7359, -1.9615, -3.7611], [-3.2287, -0.5191, -3.5212], [-1.1809, -1.6216, -2.6206], [-1.6984, -0.7363, -1.9024], [-0.2727, -3.3906, -4.1048], [-0.2673, -2.1602, -2.3292], [-2.7405, -0.8235, -5.2176], [-0.8886, -2.5844, -5.5721], [2.0013, 2.7190, 0.8466], [0.5436, 3.8100, 2.6004], [1.3444, 3.1181, 0.0574], [-0.0280, 4.2480, 1.7666], [0.0343, 3.3713, 0.6149], [1.2689, 2.3748, -0.7433], [-1.0429, 2.6832, 0.2405], [-1.0600, 1.8518, -0.6830], [-1.0709, 4.3823, 2.0818], [-1.9586, 2.9142, 0.8027], [1.7677, 4.0593, -0.3195], [0.3998, 5.2277, 1.5182], [0.1504, 0.5925, 1.6135], [0.6044, -0.0536, 2.6110], [-1.3579, 0.9589, 3.8410], [-0.4194, -0.0556, 3.7580], [-1.3854, 1.7166, 3.0584], [-2.2636, 0.9860, 4.9008], [0.8304, -1.1263, 2.3972], [-0.3896, -1.0601, 4.7171], [-2.9901, 1.7931, 4.9609], [-2.2306, -0.0084, 5.8728], [-1.2931, -1.0367, 5.7730], [0.3497, -1.8551, 4.6358], [-2.9333, 0.0142, 6.7031], [-1.2648, -1.8235, 6.5228], [5.0852, -0.2056, -5.0037], [6.5630, 0.4813, -3.7146], [4.0734, 1.2727, -5.5367], [4.0522, -1.4416, -4.0678], [5.9422, -1.0013, -6.4668], [3.6096, 1.7641, -4.6703], [3.2701, 0.9722, -6.2239], [4.6970, 2.0166, -6.0515], [6.5847, -0.2806, -6.9917], [5.2094, -1.3879, -7.1892], [6.5740, -1.8411, -6.1459], [3.5806, -0.9803, -3.1864], [4.6618, -2.2874, -3.7196], [3.2482, -1.8457, -4.7016], [-5.4749, -1.0843, 2.8572], [-5.1473, -1.5977, 1.4918], [-5.9144, -2.4591, 0.7442], [-5.2772, -2.6673, -0.4215], [-4.1152, -1.9374, -0.4036], [-4.0160, -1.2561, 0.7839], [-2.8898, -0.1973, 1.3402], [-4.6911, -1.3829, 3.5602], [-5.5512, 0.0070, 2.8329], [-6.4327, -1.5077, 3.1781], [-6.8413, -2.8496, 1.0898], [-5.5634, -3.2644, -1.2475], [-3.4184, -1.9006, -1.1754]], "forces_ev_per_angstrom": [[0.570, -0.193, -0.579], [-0.776, -0.025, 1.268], [-0.048, -0.129, -0.099], [0.157, 0.051, 0.453], [-0.053, 0.234, -0.057], [0.146, -0.227, -0.206], [0.420, 0.396, 0.190], [0.103, -0.127, -0.139], [-0.219, 0.028, 0.150], [-0.042, 0.036, -0.205], [0.077, -0.154, -0.013], [0.601, 1.019, 2.196], [-0.082, -1.758, 0.144], [1.560, -0.029, -1.264], [0.206, 0.152, 0.031], [0.113, 0.103, 0.012], [-0.099, -0.091, -0.076], [0.244, -0.277, -0.152], [-0.304, -0.037, -0.484], [0.067, -0.132, -0.200], [-0.251, 0.152, -0.025], [-0.834, -0.858, -1.512], [-0.164, 0.025, -0.154], [-0.197, 0.160, -0.052], [-0.005, -0.079, 0.215], [-0.034, -0.060, 0.132], [-0.237, 0.069, -0.217], [-0.156, 0.078, -0.235], [0.430, -0.175, -0.095], [0.023, 0.079, 0.342], [-0.977, -0.170, -0.033], [0.068, 0.280, 0.217], [0.689, 0.750, 0.238], [-0.296, 0.694, -0.099], [0.294, -0.033, -0.090], [0.112, 0.003, -0.042], [-0.100, -0.213, 0.027], [-0.105, -0.196, 0.029], [-2.328, 2.567, -4.965], [1.804, -2.078, 4.351], [-0.234, 0.031, 0.366], [0.799, -0.187, -0.056], [0.049, -0.145, 0.210], [0.098, 0.066, -0.119], [-0.040, 0.173, 0.178], [-0.225, 0.130, 0.233], [0.040, -0.120, 0.049], [-0.012, -0.028, -0.033], [-0.010, -0.073, 0.034], [-0.125, 0.110, 0.006], [0.115, -0.014, -0.125], [-0.039, 0.111, -0.068], [-0.219, -0.138, -0.167], [0.065, 0.031, 0.015], [-0.039, 0.184, -0.013], [-0.112, -0.100, 0.195], [0.133, -0.013, -0.083], [0.108, -0.149, -0.170], [0.160, 0.019, 0.133], [-0.116, -0.181, 0.111], [-0.152, -0.148, 0.132], [0.109, 0.087, 0.163], [-0.154, 0.196, -0.043], [0.118, -0.116, -0.243], [-0.113, 0.208, -0.093], [0.187, 0.115, 0.091], [0.246, -0.313, -0.787], [0.399, 0.501, 0.545], [0.135, -0.029, -0.252], [-0.225, -0.031, 0.231], [0.800, 0.396, -0.134], [-1.365, -0.808, -0.400], [0.166, 0.794, 0.569], [-0.072, 0.129, -0.189], [0.116, -0.216, -0.033], [0.242, 0.011, -0.253], [-0.363, -0.152, 0.186], [-0.129, -0.377, -0.483], [-0.718, 0.214, 1.293]], "e_tot_ha": -4611.6939, "s_squared": 0.7508, "lumo_energy_ha": [0.003, 0.003], "homo_energy_ev": [-7.66, -7.65], "gap_ha": [0.285, 0.284], "spin_multiplicity": 2, "max_force_ev_per_a": 6.05}